Computed, not measured: a single C18H26N4O3S2 molecule, with ωB97M-V with the def2-TZVPD basis set.

Element x y z (Å)
C  -0.23  -0.08  4.23
C  0.75  -1.23  4.43
C  1.86  -1.29  3.37
C  1.39  -1.78  1.99
N  0.63  -0.79  1.27
C  -0.67  -0.85  0.89
S  -1.69  -2.26  1.15
C  -0.91  -3.38  -0.09
C  -0.24  -2.59  -1.20
O  0.97  -2.46  -1.18
N  -1.02  -2.08  -2.17
C  -2.46  -2.07  -2.22
C  -2.97  -0.62  -2.24
C  -2.37  0.13  -3.42
C  -0.85  0.07  -3.34
C  -0.39  -1.38  -3.28
N  -1.10  0.22  0.28
C  -0.02  1.05  0.21
C  0.11  2.31  -0.37
C  1.36  2.87  -0.33
S  1.58  4.49  -1.04
N  1.21  5.46  0.29
O  0.58  4.71  -2.04
O  2.96  4.71  -1.35
C  2.47  2.25  0.24
C  2.35  1.01  0.83
C  1.10  0.42  0.82
H  0.30  0.86  4.09
H  -0.87  0.01  5.10
H  -0.87  -0.25  3.37
H  1.23  -1.12  5.40
H  0.21  -2.18  4.44
H  2.63  -1.99  3.71
H  2.32  -0.31  3.27
H  2.25  -2.07  1.38
H  0.75  -2.66  2.13
H  -0.14  -3.97  0.41
H  -1.70  -4.04  -0.44
H  -2.89  -2.59  -1.37
H  -2.78  -2.58  -3.14
H  -4.06  -0.63  -2.30
H  -2.67  -0.14  -1.31
H  -2.71  1.17  -3.41
H  -2.71  -0.32  -4.36
H  -0.40  0.56  -4.20
H  -0.52  0.59  -2.44
H  0.69  -1.45  -3.15
H  -0.67  -1.90  -4.21
H  -0.71  2.81  -0.85
H  1.97  6.07  0.53
H  0.36  5.99  0.14
H  3.41  2.77  0.20
H  3.21  0.51  1.25

* E_HOMO: -0.327 Eh
* LUMO: 0.31 eV
* SMILES: CCCCn1c(SCC(=O)N2CCCCC2)nc2cc(S(N)(=O)=O)ccc21
* relative energy (zero: lowest compared OMol25 entry of this formula, charge and spin): 0.123 eV
* energy: -1942.665791 hartree

Results of the Löwdin charge analysis, in e, for atoms 1 through 2: -0.0944, -0.2470